DFT (ωB97M-V/def2-TZVPD) results for a cluster of 3 separate species, C40H36BFINO11 in total.

Each line ends with the Löwdin charge.
Geometry (Å):
C 1.32741 5.29104 2.68547  -0.05
C -0.12495 5.23269 2.30233  -0.26
C -0.85548 6.42234 2.23966  -0.05
C -2.18937 6.43010 1.86050  -0.07
C -2.81291 5.22716 1.54951  -0.04
C -2.11053 4.02505 1.61902  -0.23
C -2.83711 2.73540 1.31983  -0.09
C -2.12450 1.76921 0.38581  -0.12
C -1.19307 2.27150 -0.52110  0.04
C -0.47122 1.45427 -1.37619  -0.13
C 0.56786 2.02660 -2.30323  -0.13
C 1.96520 1.74908 -1.72207  -0.14
C 3.11003 2.09137 -2.68258  -0.20
F 2.64990 2.49130 -3.91203  -0.04
C -0.70858 0.07930 -1.31780  -0.04
C -1.65689 -0.44275 -0.42204  -0.01
C -2.38008 0.39161 0.44557  -0.09
C -3.36260 -0.19407 1.42519  -0.14
C -2.69238 -1.09531 2.48297  -0.31
C -3.61616 -1.26825 3.69215  -0.66
I -2.52857 -1.95309 5.39304  0.74
C -1.83804 -1.92839 -0.43152  -0.30
O -2.90264 -2.47054 -0.35295  0.15
C -0.56866 -2.68612 -0.57476  -0.07
C -0.30917 -3.84859 0.13913  0.06
C 0.92827 -4.47459 -0.01286  -0.08
B 1.28944 -5.74851 0.84900  -0.56
N 2.52820 -5.73654 1.61163  0.18
O 0.45510 -6.84807 0.92023  0.15
C 1.86335 -3.94582 -0.90515  -0.03
C 1.59688 -2.79508 -1.63723  0.02
C 0.37254 -2.16232 -1.45212  -0.08
C 0.02644 -0.90818 -2.15622  -0.30
O 0.30225 -0.73455 -3.32140  0.12
C -0.76669 4.04215 1.98795  -0.01
H 1.62618 4.47961 3.34322  0.08
H 1.97492 5.31751 1.81199  0.08
H 1.50749 6.21599 3.22769  0.07
H -0.36746 7.35168 2.49531  0.11
H -2.75176 7.34879 1.82337  0.10
H -3.84980 5.20530 1.24972  0.11
H -2.96861 2.23091 2.27560  0.12
H -3.84435 2.94268 0.96629  0.13
H -1.00711 3.33362 -0.55373  0.13
H 0.41944 3.09996 -2.39608  0.12
H 0.46881 1.61533 -3.29819  0.10
H 2.04117 2.30627 -0.79010  0.11
H 2.01357 0.69596 -1.44908  0.10
H 3.73033 2.87776 -2.25582  0.11
H 3.76232 1.22834 -2.79838  0.11
H -3.89258 0.57841 1.96768  0.09
H -4.12657 -0.77601 0.91843  0.13
H -2.53257 -2.09105 2.08901  0.09
H -1.73581 -0.66574 2.77278  0.10
H -4.12988 -0.33918 3.90783  0.04
H -4.34047 -2.03658 3.45529  0.04
H -1.05719 -4.22806 0.81917  0.13
H 2.29752 -5.85450 2.59457  0.08
H 2.98589 -4.83661 1.50733  0.03
H 0.36441 -7.12436 1.83808  0.10
H 2.82713 -4.42017 -1.01770  0.12
H 2.30060 -2.36192 -2.33202  0.12
H -0.21995 3.10864 2.02754  0.13
C -3.71990 1.64658 -6.07202  0.07
C -4.99704 1.26009 -6.17414  -0.24
C -5.52548 0.05859 -5.44180  -0.32
O -6.70666 -0.20823 -5.57751  0.10
C -4.60734 -0.70964 -4.62417  0.08
C -3.32348 -0.33147 -4.52233  -0.22
C -2.79951 0.89027 -5.23499  -0.30
O -1.63397 1.19198 -5.07692  0.12
O -2.44420 -0.99655 -3.78886  0.11
O -5.89505 1.89919 -6.91805  0.11
H -3.33220 2.51177 -6.59089  0.13
H -4.99475 -1.58009 -4.11345  0.14
H -1.56082 -0.56289 -3.86358  0.09
H -6.73220 1.40903 -6.80520  0.12
C 5.99005 -3.94474 2.55996  0.08
C 5.23827 -2.97266 2.03205  -0.23
C 5.33947 -1.54415 2.48802  -0.31
O 4.62677 -0.72565 1.93621  0.11
C 6.27178 -1.22501 3.55382  0.08
C 7.02533 -2.19581 4.08837  -0.24
C 6.93976 -3.62177 3.61468  -0.31
O 7.67017 -4.43767 4.14140  0.12
O 7.89761 -1.98212 5.06465  0.12
O 4.34445 -3.18572 1.06663  0.08
H 5.92350 -4.97431 2.23570  0.14
H 6.32714 -0.19786 3.88515  0.14
H 8.30676 -2.84741 5.25897  0.12
H 3.94259 -2.31575 0.87072  0.12

Properties
LUMO energy ... -0.067 Eh
Charge ... 0


DFT (ωB97M-V/def2-TZVPD) results for a structure of composition C40H36BrCl2INSSbW.

Each line ends with the Löwdin charge.
Geometry (Å):
W 0.43071 0.62686 -0.01166  0.96
C 0.27868 3.61618 2.49289  -0.06
C 0.30210 4.12849 1.05253  -0.36
C 1.60627 4.84043 0.71449  -0.06
C -0.06762 3.03316 0.06313  -0.26
C -1.35949 2.50676 0.05975  -0.12
C -1.80008 1.61118 -0.92490  -0.12
C -1.02338 1.34955 -2.07471  -0.37
C -1.59256 0.60674 -3.23527  -0.05
C 0.29884 1.81504 -2.08513  -0.09
C 0.79394 2.58496 -0.99150  -0.16
H 0.45300 4.43766 3.18806  0.10
H 1.05539 2.86618 2.64415  0.03
H -0.68470 3.17133 2.74956  0.05
H -0.50140 4.86575 0.95136  0.15
H 2.46398 4.17343 0.77757  0.04
H 1.76864 5.65057 1.42408  0.10
H 1.58173 5.28057 -0.28348  0.09
H -2.03317 2.77269 0.86584  0.13
H -2.78966 1.17994 -0.85369  0.14
H -2.01330 1.33770 -3.93093  0.11
H -2.38798 -0.06618 -2.92270  0.08
H -0.82823 0.03888 -3.76205  0.09
H 0.93878 1.60745 -2.93208  0.14
H 1.80987 2.95072 -1.03388  0.13
S -0.29758 -1.43313 -1.10068  0.14
Sb -0.97142 -3.36012 0.08786  1.37
C -0.18016 -4.90031 -1.07133  -0.38
C 0.19918 -6.07908 -0.43545  -0.11
C 0.70365 -7.12457 -1.19576  -0.06
C 0.82682 -6.98545 -2.57122  -0.05
C 0.45047 -5.80440 -3.19817  -0.06
C -0.05556 -4.75216 -2.45007  -0.13
C -3.05876 -3.51950 0.07856  -0.36
C -3.65136 -4.43684 -0.78311  -0.10
C -5.03529 -4.54209 -0.81982  -0.05
C -5.81572 -3.73852 -0.00170  -0.05
C -5.22079 -2.82525 0.86082  -0.06
C -3.84009 -2.71163 0.90189  -0.14
C -0.29701 -3.60882 2.05287  -0.41
C 1.03541 -3.34590 2.36188  -0.14
C 1.46592 -3.48971 3.67180  -0.07
C 0.57028 -3.88362 4.65961  -0.05
C -0.75402 -4.14968 4.34187  -0.05
C -1.19652 -4.01481 3.03162  -0.12
H 0.10991 -6.18792 0.63940  0.10
H 1.00137 -8.04570 -0.71340  0.12
H 1.22117 -7.80289 -3.15983  0.12
H 0.55155 -5.70308 -4.27033  0.12
H -0.34028 -3.82846 -2.93933  0.09
H -3.04539 -5.07276 -1.41806  0.10
H -5.50196 -5.25609 -1.48483  0.12
H -6.89338 -3.82713 -0.03074  0.12
H -5.83309 -2.20846 1.50508  0.11
H -3.38525 -2.00863 1.59148  0.05
H 1.73302 -3.04148 1.59068  0.06
H 2.50206 -3.30140 3.92302  0.12
H 0.91000 -3.99378 5.68098  0.12
H -1.44351 -4.47037 5.11133  0.12
H -2.23116 -4.22436 2.78656  0.10
Cl 2.97602 -2.44971 -0.78217  0.73
C 3.86476 -1.46896 0.32392  -0.60
C 5.12761 -1.88480 0.71076  -0.08
C 5.88317 -1.09362 1.55725  -0.04
C 5.39002 0.12242 2.00704  -0.09
C 4.12901 0.52967 1.61905  -0.59
Cl 3.56377 2.06891 2.15154  0.79
C 3.31920 -0.26240 0.78489  -0.39
N 2.04914 0.15619 0.41946  -0.19
H 5.51384 -2.82010 0.33094  0.12
H 6.87231 -1.41555 1.85229  0.12
H 5.98487 0.76286 2.64283  0.12
Br -2.42468 1.64618 4.89229  0.78
C -0.61235 1.13702 4.96378  -0.74
C 0.13287 1.45153 6.09253  -0.10
C 1.46374 1.07251 6.17202  -0.04
C 2.06300 0.37342 5.13402  -0.06
C 1.33047 0.05350 4.00245  -0.17
C 0.00477 0.44848 3.93043  -0.65
I -1.07458 -0.11498 2.22348  1.24
H -0.33632 1.98922 6.90477  0.11
H 2.03263 1.32411 7.05682  0.12
H 3.10128 0.07622 5.20096  0.12
H 1.78335 -0.49603 3.18952  0.07

Properties
Energy above the lowest of the compared OMol25 structures with the same formula, charge and spin ... 0.0 kJ/mol
LUMO energy ... -0.222 Eh
Charge ... +2


DFT (ωB97M-V/def2-TZVPD) results for a structure of composition C40H36Cl5CsN2O3S4Se.

Each line ends with the Löwdin charge.
Geometry (Å):
Cs 0.25919 0.28957 0.28402  0.89
O 0.24931 3.21860 -0.60503  -0.62
S -0.31017 4.58361 -0.44292  0.97
C -1.46291 4.81464 -1.83602  -0.31
C -0.88007 4.76637 -3.24460  -0.22
C -0.24136 3.44174 -3.67465  -0.23
C -1.25341 2.34438 -3.96286  -0.31
S -0.52101 0.67655 -3.93083  0.96
O 0.20257 0.60774 -2.63620  -0.66
C 0.77943 0.98068 -5.14357  -0.37
C 2.09119 0.87824 -4.71207  -0.06
C 3.12115 1.07275 -5.62401  -0.07
C 2.83627 1.36245 -6.95062  -0.10
C 1.51532 1.44433 -7.37652  -0.10
C 0.48242 1.24316 -6.47415  -0.09
C 0.97241 5.71440 -0.99275  -0.38
C 0.78286 7.08627 -0.90395  -0.09
C 1.79240 7.93894 -1.32203  -0.09
C 2.98554 7.41710 -1.80853  -0.09
C 3.17084 6.04346 -1.87203  -0.07
C 2.16154 5.18325 -1.46034  -0.06
H -1.96207 5.77047 -1.65572  0.09
H -2.19550 4.02338 -1.65400  0.09
H -0.13995 5.56460 -3.34420  0.10
H -1.69114 5.02004 -3.93730  0.12
H 0.43801 3.08440 -2.90058  0.08
H 0.35132 3.62539 -4.57414  0.11
H -1.75619 2.46617 -4.92608  0.09
H -2.02277 2.26492 -3.19016  0.08
H 2.28294 0.63758 -3.67232  0.10
H 4.14897 0.98922 -5.29328  0.10
H 3.64188 1.51207 -7.65869  0.09
H 1.29036 1.65611 -8.41450  0.10
H -0.54888 1.28721 -6.80623  0.11
H -0.14267 7.48445 -0.50345  0.11
H 1.65434 9.01083 -1.25812  0.10
H 3.77603 8.08489 -2.12679  0.10
H 4.10490 5.63754 -2.23905  0.10
H 2.27686 4.10647 -1.48699  0.10
Cl 0.60077 3.50306 3.40620  0.56
C 1.34325 2.04803 4.11190  -0.72
C 1.86832 1.11015 3.25821  -0.21
C 2.41958 0.00839 3.87407  -0.72
Cl 3.09379 -1.26088 2.84448  0.60
C 2.48884 -0.16261 5.25368  -0.71
Cl 3.23431 -1.56010 5.96937  0.62
C 1.94663 0.82385 6.07526  -0.72
Cl 2.00984 0.65465 7.79884  0.61
C 1.35640 1.94766 5.50050  -0.72
Cl 0.67614 3.17463 6.52618  0.61
C -3.17189 0.41931 -1.32174  -0.24
C -3.30856 -0.75087 -0.36956  -0.93
S -3.93168 -0.34853 1.21398  0.33
C -2.94564 -2.00166 -0.75464  -0.82
C -3.15298 -3.17433 0.16860  -0.20
S -2.23539 -2.34443 -2.34376  0.42
H -3.77445 1.25135 -0.95582  0.03
H -3.45868 0.17124 -2.34933  0.04
H -2.13136 0.75050 -1.36722  -0.01
H -4.19543 -3.21544 0.50240  0.05
H -2.54526 -3.07534 1.07184  0.05
H -2.88642 -4.10748 -0.32868  0.05
Se 0.28325 -2.93571 -1.57506  0.94
N 0.11283 -2.85686 0.16942  -0.32
C 0.23561 -4.14325 0.60740  -0.41
C 0.10469 -4.53767 1.94822  -0.05
C 0.24566 -5.86821 2.28451  -0.14
C 0.51052 -6.83340 1.29934  -0.15
C 0.63439 -6.47086 -0.02642  -0.07
C 0.50957 -5.12134 -0.39520  -0.42
N 0.67069 -4.64228 -1.66420  -0.28
H -0.10837 -3.78512 2.69720  0.11
H 0.14417 -6.17261 3.31984  0.08
H 0.61377 -7.87490 1.58423  0.08
H 0.83475 -7.20677 -0.79643  0.09
C 3.67718 1.32057 -0.08531  -0.03
C 4.17601 0.09502 -0.79489  -0.39
O 3.40438 -0.66982 -1.33200  0.06
C 5.64957 -0.20359 -0.80315  -0.14
C 6.10626 -1.23777 -1.61670  -0.01
C 7.45274 -1.55667 -1.65007  -0.08
C 8.35334 -0.85364 -0.85817  -0.10
C 7.90200 0.16605 -0.03326  -0.09
C 6.55338 0.49316 -0.00919  -0.03
H 2.70104 1.57589 -0.49672  0.03
H 4.34020 2.18079 -0.17270  0.08
H 3.53003 1.08538 0.97654  0.06
H 5.37998 -1.78510 -2.20350  0.12
H 7.80142 -2.36223 -2.28396  0.10
H 9.40578 -1.10907 -0.87681  0.09
H 8.59818 0.70229 0.59912  0.10
H 6.20353 1.27707 0.64971  0.11

Properties
Energy above the lowest of the compared OMol25 structures with the same formula, charge and spin ... 27.5 kJ/mol
LUMO energy ... 0.109 Eh
Charge ... -2


DFT (ωB97M-V/def2-TZVPD) results for a structure of composition C40H36ClCoN3Si2.

Each line ends with the Löwdin charge.
Geometry (Å):
C -1.62349 0.36850 0.57951  -0.15
C -2.04872 0.56514 -0.77544  -0.15
C -1.68807 -0.60464 -1.52402  -0.17
H -2.64478 1.39360 -1.13538  0.11
C -1.02996 -1.51259 -0.63751  -0.16
C -1.02080 -0.92073 0.66744  -0.15
H -0.73654 -1.40913 1.59763  0.13
H -1.82417 1.03248 1.41873  0.12
H -1.94260 -0.80041 -2.55688  0.09
H -0.69356 -2.51543 -0.89030  0.11
Co -0.08282 0.23048 -0.62802  0.29
Si 1.32785 0.05708 -3.60136  0.18
C 0.13781 1.69219 -3.72837  -0.31
C 0.85359 2.88762 -3.87620  -0.14
H 1.94619 2.87598 -3.79824  0.10
C 0.21204 4.08878 -4.18500  -0.09
H 0.80216 5.00340 -4.32656  0.11
C -1.18070 4.12535 -4.32640  -0.10
H -1.68906 5.06962 -4.55757  0.10
C -1.91512 2.94754 -4.18015  -0.09
H -3.00320 2.95803 -4.33503  0.11
C -1.25921 1.74616 -3.86916  -0.14
H -1.86297 0.84378 -3.76959  0.08
C 0.26690 -1.48656 -4.13127  -0.35
C -0.87560 -1.46613 -4.98676  -0.17
H -1.35072 -0.53739 -5.32324  0.08
C -1.44670 -2.66341 -5.46245  -0.06
H -2.24405 -2.63896 -6.21833  0.11
C -0.98871 -3.90599 -5.01013  -0.08
H -1.41131 -4.83974 -5.40692  0.11
C 0.01117 -3.93149 -4.03489  -0.06
H 0.35889 -4.89147 -3.64072  0.11
C 0.59824 -2.73878 -3.58705  -0.13
H 1.36829 -2.80812 -2.82509  0.04
H 0.57806 -0.04286 -2.15262  -0.02
Si 1.00895 0.05588 -6.10535  1.04
C 1.45210 -1.38277 -7.17454  -0.30
C 0.79836 -1.46101 -8.42358  -0.09
H 0.37377 -0.56545 -8.87806  0.10
C 0.61241 -2.70250 -9.03011  -0.08
H 0.00739 -2.78564 -9.93719  0.11
C 1.17518 -3.84763 -8.45539  -0.07
H 1.00821 -4.82678 -8.91324  0.11
C 1.95237 -3.75079 -7.29352  -0.07
H 2.38879 -4.65144 -6.84932  0.11
C 2.14057 -2.51554 -6.67443  -0.08
H 2.74731 -2.43545 -5.77067  0.11
C 0.60672 1.58827 -7.11629  -0.29
C -0.76213 1.76228 -7.40333  -0.12
H -1.47747 1.00335 -7.07561  0.10
C -1.22728 2.89272 -8.07153  -0.08
H -2.29884 3.01314 -8.24598  0.11
C -0.32490 3.86160 -8.51916  -0.07
H -0.69067 4.73456 -9.06592  0.11
C 1.04047 3.70458 -8.25384  -0.08
H 1.73930 4.46410 -8.61242  0.11
C 1.51043 2.59200 -7.54241  -0.08
H 2.56949 2.49098 -7.31191  0.11
H 2.53955 0.71951 -4.03376  -0.03
Cl 2.93316 -1.00562 -2.36149  0.17
C 2.66719 -3.16729 2.88608  -0.11
C 2.98668 -1.84700 3.24115  -0.09
C 2.68083 -0.80401 2.36707  -0.03
C 1.98378 -1.06047 1.16961  -0.26
C 1.75038 -2.39869 0.78130  -0.06
C 2.08720 -3.44129 1.63832  -0.10
N 1.53147 0.03880 0.40552  -0.06
N 2.22776 1.14541 0.68281  0.06
C 1.61587 2.25731 0.18148  -0.30
C 2.21466 3.52058 0.31542  -0.02
C 1.51550 4.63362 -0.11569  -0.08
C 0.24288 4.44901 -0.68310  -0.09
C -0.28140 3.17093 -0.82186  -0.11
N 0.40682 2.06470 -0.45313  0.05
H 2.88537 -3.98016 3.58259  0.09
H 3.46933 -1.61123 4.18972  0.10
H 2.94219 0.22917 2.59916  0.10
H 1.32856 -2.59724 -0.20457  0.07
H 1.88077 -4.47393 1.34789  0.10
H 3.21064 3.51207 0.75933  0.11
H 1.95516 5.62433 -0.02085  0.10
H -0.32649 5.30302 -1.05497  0.10
H -1.25451 3.02415 -1.29630  0.10

Properties
Energy above the lowest of the compared OMol25 structures with the same formula, charge and spin ... 473.1 kJ/mol
Expectation value of S² ... 3.794
LUMO energy (spin up / spin down) ... -0.062 / -0.095 Eh
Spin multiplicity ... 4
Charge ... 0


Number 1: energy -77573.548 eV. Number 2: energy -165927.800 eV. Number 3: energy -223033.374 eV. Number 4: energy -112432.904 eV.